The following is a quantum chemistry calculation of a molecular structure, C20H22AgBBr2F4N5O6P2Se, from the Open Molecules 2025 dataset.

Results
HOMO level: -5.43 eV
Kohn-Sham gap: 0.2657 Eh
Total energy: -10304.6804 hartree
Relative energy (zero: lowest compared OMol25 entry of this formula, charge and spin): 0.0 kJ/mol
Maximum force: 0.5 eV/A

Geometry as ORCA input:
```
! RIJCOSX wB97M-V def2-TZVPD def2/J DEFGRID3
* xyz -1 1
Ag 1.14560 0.40055 -0.47875
N 3.70235 -1.06176 2.44296
C 3.47041 0.44888 2.32039
C 4.35893 1.14126 3.35963
P 1.68589 0.56945 2.90028
O 1.57446 2.08235 3.40583
O 1.70745 -0.37889 4.06543
O 0.68177 0.32638 1.81248
P 4.17359 0.75965 0.61109
O 4.01525 2.33186 0.39554
O 5.60940 0.40057 0.77953
O 3.35336 -0.04923 -0.36665
H 3.22439 -1.36477 3.30398
H 4.70334 -1.25255 2.40209
H 3.25058 -1.52606 1.64354
H 4.06112 0.86993 4.37503
H 4.25644 2.21840 3.25067
H 5.40479 0.88083 3.18660
H 1.38105 2.66916 2.64692
H 3.10568 2.63004 0.22853
Br 0.38500 1.57373 -6.79789
C 0.43113 0.78699 -5.08361
C 1.51382 0.02182 -4.70361
C 1.48443 -0.54461 -3.43700
N 0.47366 -0.38506 -2.58759
C -0.55552 0.37271 -2.96765
C -0.62582 0.97974 -4.21269
C -1.63131 0.58999 -1.94094
C -2.97236 0.63518 -2.28508
C -3.88483 0.86866 -1.26944
Br -5.72955 0.94087 -1.68001
C -3.46412 1.03386 0.03296
C -2.09902 0.94873 0.27866
N -1.21358 0.73982 -0.68618
H 2.35825 -0.12978 -5.36055
H 2.30612 -1.15380 -3.07388
H -1.45882 1.61994 -4.46854
H -3.29499 0.48124 -3.30572
H -4.16516 1.23797 0.83034
H -1.68168 1.05434 1.27524
F -0.59596 3.96765 -0.24133
B 0.79813 3.87250 -0.28185
F 1.39893 5.07910 -0.61583
F 1.29848 3.43616 1.00025
F 1.18490 2.86465 -1.21389
C -0.75090 -2.39690 2.62304
N -1.17955 -2.39765 1.23072
C -0.33800 -2.56660 0.18015
Se 1.43741 -2.95583 0.20458
N -1.10713 -2.48089 -0.94020
C -2.43698 -2.26639 -0.61577
C -3.58165 -2.15452 -1.38542
C -4.78684 -1.99304 -0.71300
C -4.83453 -1.94497 0.68214
C -3.68136 -2.05965 1.44929
C -2.48286 -2.22213 0.77600
H 0.16477 -1.82682 2.72229
H -0.58893 -3.41859 2.96850
H -1.52397 -1.92125 3.22198
H -0.68105 -2.44289 -1.85056
H -3.53969 -2.19888 -2.46745
H -5.70408 -1.89958 -1.28058
H -5.79020 -1.81684 1.17505
H -3.72043 -2.02506 2.52997
*
```

Atom charges from the Mulliken analysis, given in e for atoms 1 to 6: atom 1 (Ag): 1.609, atom 2 (N): -0.255, atom 3 (C): 0.674, atom 4 (C): -1.884, atom 5 (P): 0.553, atom 6 (O): -0.638